13
Properties=species:S:1:pos:R:3 method="wB97M-V/def2-TZVPD" gap_ev=9.771 lumo_energy_ev=0.76 e_homo_ev=-9.0 de_lowest_ev=4.027
C -0.121 1.914 -0.525
C 0.105 -0.090 0.037
C 1.273 -0.896 -0.228
C -1.134 -0.653 0.607
N -0.475 1.168 -1.479
O 0.312 1.346 0.597
H -0.378 2.909 -0.482
H 2.192 -0.238 -0.234
H 1.180 -1.298 -1.235
H 1.293 -1.682 0.482
H -1.271 -1.688 0.307
H -1.945 -0.133 0.362
H -1.033 -0.659 1.791

108
Properties=species:S:1:pos:R:3 method="wB97M-V/def2-TZVPD" gap_ev=8.324 lumo_energy_ev=-4.71 e_homo_ev=-13.0 de_lowest_ev=0.097 total_charge=+2
Pb -1.223 -0.068 1.249
C -3.072 -0.862 3.996
C -4.021 0.285 3.645
C -4.614 0.171 2.267
C -5.966 0.378 2.035
C -6.462 0.258 0.747
C -5.594 -0.067 -0.284
C -4.260 -0.254 0.022
N -3.778 -0.141 1.267
N -1.633 -0.566 3.753
C -0.863 -1.796 4.029
C -1.140 -2.884 3.024
C -1.153 -4.221 3.383
C -1.379 -5.178 2.405
C -1.599 -4.772 1.099
C -1.578 -3.418 0.823
N -1.349 -2.496 1.762
C -1.182 0.507 4.687
C -0.440 1.644 4.041
C 0.575 2.263 4.642
C 1.269 3.377 4.011
C 0.900 3.805 2.805
C -0.267 3.223 2.115
N -0.938 2.029 2.761
H -3.187 -1.131 5.051
H -3.338 -1.742 3.410
H -4.829 0.314 4.374
H -3.509 1.248 3.734
H -6.621 0.623 2.860
H -7.515 0.414 0.551
H -5.939 -0.175 -1.302
H -3.538 -0.495 -0.753
H 0.198 -1.549 3.990
H -1.084 -2.162 5.037
H -0.992 -4.506 4.414
H -1.393 -6.229 2.664
H -1.786 -5.485 0.309
H -1.742 -3.045 -0.178
H -2.056 0.908 5.204
H -0.548 0.075 5.463
H 0.924 1.896 5.599
H 2.128 3.809 4.506
H 1.460 4.565 2.276
H -0.178 3.126 1.035
Cl 3.421 -3.016 -0.683
C 3.011 -1.956 0.609
C 3.987 -1.412 1.428
C 3.585 -0.552 2.436
C 2.238 -0.268 2.583
N 1.298 -0.803 1.798
C 1.684 -1.629 0.823
H 5.030 -1.650 1.269
H 4.310 -0.087 3.090
H 1.898 0.418 3.350
H 0.916 -2.042 0.176
C 3.536 -1.160 -6.256
C 2.031 -1.312 -5.993
C 1.333 -1.547 -7.342
C 1.806 -2.579 -5.156
C 1.483 -0.005 -5.330
O 1.517 1.060 -6.290
C 2.281 0.531 -4.118
C 2.694 -0.365 -2.940
C 3.280 0.476 -1.833
C 2.466 1.104 -0.893
C 2.997 1.913 0.097
C 4.369 2.091 0.163
Cl 5.033 3.054 1.446
C 5.206 1.481 -0.754
C 4.653 0.680 -1.745
C -0.042 -0.006 -5.069
N -0.539 -0.609 -3.835
C -0.631 -0.060 -2.625
N -1.168 -0.912 -1.763
C -1.430 -1.991 -2.558
N -1.067 -1.847 -3.808
H 3.910 -2.068 -6.730
H 4.109 -1.014 -5.338
H 3.768 -0.340 -6.940
H 1.834 -2.365 -7.863
H 1.363 -0.668 -7.982
H 0.292 -1.849 -7.216
H 2.172 -3.433 -5.729
H 0.750 -2.756 -4.961
H 2.342 -2.579 -4.209
H 2.408 1.135 -6.646
H 1.717 1.389 -3.734
H 3.196 0.969 -4.523
H 3.449 -1.081 -3.260
H 1.855 -0.953 -2.560
H 1.393 0.948 -0.925
H 2.365 2.398 0.831
H 6.276 1.630 -0.694
H 5.309 0.203 -2.465
H -0.571 -0.488 -5.885
H -0.339 1.042 -5.051
H -0.300 0.947 -2.423
H -1.908 -2.896 -2.219
C -1.894 5.349 3.803
O -1.863 3.918 3.853
C -1.659 3.316 2.640
C -2.819 3.345 1.684
H -1.025 5.734 3.265
H -1.860 5.692 4.832
H -2.811 5.705 3.332
H -3.004 4.370 1.361
H -3.725 2.969 2.160
H -2.610 2.754 0.791

22
Properties=species:S:1:pos:R:3 method="wB97M-V/def2-TZVPD" gap_ev=8.329 lumo_energy_ev=3.31 e_homo_ev=-5.0 de_lowest_ev=2.133 total_charge=-1
Zn -6.621 -26.307 9.559
C -9.106 -29.356 10.761
C -8.302 -28.117 10.185
O -7.710 -28.148 9.126
O -8.234 -27.035 10.790
H -8.673 -30.343 10.597
H -10.147 -29.430 10.448
H -9.227 -29.440 11.841
C -2.774 -27.013 10.545
C -4.207 -26.794 10.158
O -4.721 -26.747 9.047
O -5.049 -26.541 11.019
H -2.612 -28.043 10.230
H -2.614 -27.037 11.623
H -2.160 -26.308 9.984
C -8.137 -22.950 7.748
C -7.274 -24.036 8.274
O -7.212 -25.193 7.779
O -6.790 -24.099 9.440
H -7.649 -22.475 6.896
H -8.503 -22.247 8.496
H -8.957 -23.536 7.334

90
Properties=species:S:1:pos:R:3 method="wB97M-V/def2-TZVPD" gap_ev="5.614 / 5.206" lumo_energy_ev="-2.04 / -2.43" e_homo_ev="-7.7 / -7.6" de_lowest_ev=2.628 s2=3.78 multiplicity=4
Tc 0.064 0.539 -0.506
C -4.396 -1.265 0.236
C -3.828 0.087 -0.266
C -4.879 1.110 0.228
C -3.562 0.234 -1.725
C -4.435 -0.417 -2.569
C -4.292 -0.261 -3.936
C -3.357 0.603 -4.440
C -2.544 1.382 -3.638
C -1.814 2.457 -4.352
C -0.542 1.980 -5.112
C -1.585 3.732 -3.587
C -2.589 1.100 -2.217
N -1.622 1.618 -1.340
C -1.875 2.711 -0.553
O -2.806 3.540 -0.711
C -0.881 3.016 0.487
C -0.979 4.190 1.188
C -0.057 4.412 2.271
C 0.920 3.496 2.513
C 0.980 2.330 1.778
N 0.108 2.071 0.756
C 1.971 1.373 2.261
O 2.864 1.693 3.069
N 1.857 0.023 1.836
C 2.238 -1.003 2.829
C 1.320 -1.534 3.790
C 1.784 -2.441 4.712
C 3.098 -2.838 4.697
C 3.982 -2.416 3.700
C 3.584 -1.449 2.746
C 4.593 -0.971 1.734
C 5.943 -0.797 2.471
C 4.843 -2.027 0.642
C -0.190 -1.194 3.723
C -1.048 -2.383 3.310
C -0.683 -0.726 5.144
H -4.556 -1.117 1.341
H -3.674 -2.122 0.055
H -5.386 -1.516 -0.120
H -2.882 0.263 0.329
H -5.850 0.897 -0.191
H -4.584 2.194 0.036
H -4.914 1.041 1.302
H -5.202 -1.065 -2.154
H -4.891 -0.798 -4.660
H -3.276 0.749 -5.494
H -2.481 2.808 -5.157
H 0.328 2.009 -4.385
H -0.364 2.729 -5.888
H -0.657 0.977 -5.537
H -0.600 3.761 -3.083
H -2.404 3.903 -2.871
H -1.521 4.518 -4.356
H -1.693 4.902 0.883
H -0.169 5.297 2.834
H 1.647 3.597 3.296
H 1.161 -2.818 5.549
H 3.418 -3.570 5.459
H 4.980 -2.794 3.741
H 4.291 -0.004 1.289
H 6.244 -1.705 2.993
H 5.884 0.085 3.186
H 6.792 -0.637 1.778
H 5.512 -2.812 1.006
H 5.316 -1.553 -0.234
H 3.938 -2.535 0.224
H -0.360 -0.357 2.914
H -1.076 -3.119 4.130
H -0.736 -2.791 2.351
H -2.080 -2.102 3.085
H -0.578 -1.504 5.866
H -1.744 -0.383 5.026
H -0.142 0.143 5.574
O -0.593 -1.102 -1.572
N 0.407 -1.486 -2.453
C 0.336 -2.741 -3.042
C 1.066 -3.048 -4.155
C 1.975 -2.076 -4.676
C 2.052 -0.797 -4.127
C 1.279 -0.564 -2.952
S 1.295 1.031 -2.282
H -0.359 -3.474 -2.614
H 0.905 -4.022 -4.624
H 2.524 -2.433 -5.585
H 2.695 0.008 -4.482
Cl 1.383 -3.331 0.482
C 1.540 -0.444 0.497
H 2.375 -0.477 -0.203
H 1.248 -1.589 0.508